[1]
This record from the OMol25 dataset describes the molecule C25H24F2N4O3. The level of theory is wB97M-V/def2-TZVPD.

Properties
**Orbital gap**: 9.608 eV
**Energy relative to the best compared isomer or geometry (same formula, charge and spin)**: 9.8 kJ/mol
**E_tot**: -1611.63670 a.u.
**2S+1**: 1
**E_LUMO**: 0.557 eV
**HOMO energy**: -9.052 eV

Geometry (Å):
1 O -2.0959 -1.6907 -2.8436
2 C -1.4416 -0.7802 -2.3801
3 C -2.0972 0.5361 -1.9186
4 N -1.5883 0.9598 -0.6373
5 C -2.0074 0.1138 0.4764
6 C -3.4623 0.3278 0.7948
7 C -3.8593 1.5017 1.4257
8 C -5.1938 1.7414 1.6935
9 C -6.1260 0.7897 1.3191
10 F -7.4316 1.0160 1.5772
11 C -5.7606 -0.3844 0.6876
12 C -4.4201 -0.6076 0.4247
13 C -0.7664 2.0011 -0.3864
14 O -0.4260 2.2883 0.7482
15 C -0.2510 2.8104 -1.5755
16 C 1.0987 3.4030 -1.1743
17 C 2.0512 2.2709 -0.8274
18 O 1.8438 1.1177 -1.1572
19 N 3.1463 2.6773 -0.1416
20 C 4.2070 1.9249 0.3611
21 C 4.3661 0.5563 0.1559
22 C 5.4657 -0.0561 0.7294
23 C 6.3624 0.7020 1.4685
24 C 6.1147 2.0589 1.5972
25 N 5.0671 2.6575 1.0607
26 N -0.1080 -0.7995 -2.2328
27 C 0.6640 -2.0076 -2.4258
28 C 0.9204 -2.7224 -1.1197
29 C 1.3541 -2.0095 -0.0067
30 C 1.5944 -2.6506 1.1945
31 C 1.3948 -4.0170 1.2696
32 F 1.6323 -4.6523 2.4377
33 C 0.9586 -4.7505 0.1822
34 C 0.7199 -4.0920 -1.0113
35 H -3.1732 0.3510 -1.8315
36 H -1.9535 1.3015 -2.6801
37 H -1.3867 0.3889 1.3322
38 H -1.8203 -0.9309 0.2102
39 H -3.1111 2.2269 1.7079
40 H -5.5174 2.6449 2.1855
41 H -6.5154 -1.1022 0.4087
42 H -4.1182 -1.5183 -0.0716
43 H -0.9642 3.6048 -1.8028
44 H -0.1157 2.1865 -2.4572
45 H 0.9742 4.0450 -0.3019
46 H 1.5241 3.9895 -1.9916
47 H 3.2155 3.6517 0.1249
48 H 3.6558 0.0003 -0.4299
49 H 5.6192 -1.1171 0.5983
50 H 7.2283 0.2536 1.9283
51 H 6.7799 2.7047 2.1547
52 H 0.3805 -0.0271 -1.7947
53 H 0.1005 -2.6539 -3.1026
54 H 1.6160 -1.7361 -2.8933
55 H 1.5052 -0.9434 -0.0750
56 H 1.9315 -2.1066 2.0628
57 H 0.8071 -5.8140 0.2779
58 H 0.3715 -4.6508 -1.8668

---

[2]
This record from the OMol25 dataset describes a structure of composition C25H24F3N3OSV in a non-equilibrium geometry. The level of theory is wB97M-V/def2-TZVPD.

Properties
**Orbital gap (alpha / beta)**: 4.396 / 4.411 eV
**Total charge**: -2
**Energy relative to the best compared isomer or geometry (same formula, charge and spin)**: 0.0 kJ/mol
**E_tot**: -2848.30194 a.u.
**2S+1**: 2
**E_LUMO (alpha / beta)**: 4.853 / 4.846 eV
**HOMO energy (alpha / beta)**: 0.457 / 0.435 eV
**Expectation value of S²**: 0.774

Geometry (Å):
1 V 0.4693 0.7099 -1.0521
2 C -4.1047 2.0179 2.1013
3 C -2.8618 2.8607 2.3857
4 N -1.6758 2.0757 2.6204
5 C -1.4579 1.5891 3.9641
6 C -0.5064 2.4698 4.7715
7 C -0.7474 1.7360 1.6264
8 S -1.2322 2.1658 -0.0237
9 N 0.2785 1.0771 2.0160
10 C 1.3197 0.6535 1.1868
11 O 1.6967 1.3562 0.0838
12 C 2.2849 -0.2468 1.7320
13 C 2.1413 -0.8193 3.0227
14 C 3.0989 -1.6689 3.5458
15 C 4.2513 -1.9965 2.8316
16 C 4.4142 -1.4335 1.5631
17 C 3.4686 -0.5848 1.0233
18 H -4.9878 2.6537 1.9814
19 H -4.2933 1.3168 2.9183
20 H -3.9513 1.4480 1.1849
21 H -3.0375 3.4863 3.2713
22 H -2.6807 3.5305 1.5468
23 H -1.0546 0.5772 3.9104
24 H -2.4310 1.5366 4.4647
25 H 0.4654 2.4828 4.2797
26 H -0.3847 2.0856 5.7888
27 H -0.8870 3.4934 4.8318
28 H 1.2559 -0.5740 3.5940
29 H 2.9464 -2.0887 4.5362
30 H 4.9955 -2.6672 3.2452
31 H 5.3016 -1.6698 0.9830
32 H 3.6121 -0.1661 0.0356
33 C 1.0734 0.8966 -2.6040
34 C 1.6373 0.8784 -3.9205
35 C 2.8207 0.1684 -4.2166
36 C 3.3607 0.1578 -5.4907
37 C 2.7562 0.8571 -6.5317
38 C 1.5894 1.5658 -6.2612
39 C 1.0386 1.5757 -4.9914
40 H 3.3033 -0.3751 -3.4132
41 H 4.2715 -0.4020 -5.6779
42 H 3.1831 0.8486 -7.5274
43 H 1.0994 2.1157 -7.0585
44 H 0.1277 2.1265 -4.7903
45 F -4.8700 -3.7918 -0.9869
46 C -3.5754 -4.1601 -1.2989
47 F -3.2891 -5.1953 -0.4726
48 F -3.7287 -4.7251 -2.5518
49 C -2.6066 -3.0801 -1.2390
50 C -2.7549 -1.9251 -2.0624
51 C -1.8421 -0.9217 -2.0047
52 N -0.7247 -0.9509 -1.1969
53 C -0.5823 -2.0694 -0.4133
54 C -1.4626 -3.1088 -0.3943
55 H -3.6048 -1.8336 -2.7277
56 H -1.9472 -0.0361 -2.6178
57 H 0.2971 -2.0730 0.2195
58 H -1.2760 -3.9496 0.2592

---

[3]
This record from the OMol25 dataset describes the molecule C25H24FN7O3 in a non-equilibrium geometry. The level of theory is wB97M-V/def2-TZVPD.

Properties
**Orbital gap**: 8.887 eV
**Energy relative to the best compared isomer or geometry (same formula, charge and spin)**: 0.0 kJ/mol
**E_tot**: -1675.97339 a.u.
**2S+1**: 1
**E_LUMO**: 0.003 eV
**HOMO energy**: -8.884 eV

Geometry (Å):
1 O 2.9712 0.7831 2.3420
2 C 3.1282 0.9651 1.1522
3 C 2.3613 2.0598 0.3888
4 N 1.3354 1.4989 -0.4837
5 C 1.7117 1.0646 -1.7030
6 O 2.8463 1.2012 -2.1209
7 C 0.6647 0.3623 -2.5810
8 N -0.2078 -0.4968 -1.8491
9 N 0.1970 -1.4628 -1.0612
10 N -0.8446 -1.9616 -0.5057
11 C -1.9076 -1.2736 -0.9750
12 C -3.2749 -1.4679 -0.5482
13 C -4.3098 -0.8062 -1.2050
14 C -5.6098 -0.9463 -0.7635
15 C -5.8547 -1.7499 0.3367
16 F -7.1227 -1.8772 0.7783
17 C -4.8427 -2.4213 1.0008
18 C -3.5450 -2.2781 0.5523
19 N -1.5133 -0.3424 -1.8394
20 C 0.0243 1.4264 0.0536
21 C -0.2177 0.6666 1.2252
22 N -1.3931 0.5414 1.7619
23 C -2.4480 1.1639 1.1996
24 C -3.7221 0.9953 1.7774
25 C -4.8106 1.6143 1.2299
26 C -4.6745 2.4261 0.0918
27 C -3.4514 2.6105 -0.4903
28 C -2.3101 1.9828 0.0452
29 C -1.0237 2.1058 -0.5167
30 N 3.9335 0.2331 0.3704
31 C 4.7705 -0.8175 0.8946
32 C 6.2495 -0.3976 0.8865
33 C 7.1617 -1.4948 1.4700
34 C 8.2617 -1.6415 0.4171
35 C 7.5265 -1.2082 -0.8499
36 O 6.6898 -0.1474 -0.4417
37 H 1.8792 2.7170 1.1138
38 H 3.0593 2.6287 -0.2314
39 H 1.2298 -0.2172 -3.3178
40 H 0.0455 1.0946 -3.1039
41 H -4.0807 -0.1825 -2.0545
42 H -6.4286 -0.4438 -1.2535
43 H -5.0788 -3.0375 1.8538
44 H -2.7265 -2.7747 1.0481
45 H 0.5954 0.1488 1.7149
46 H -3.8006 0.3688 2.6512
47 H -5.7878 1.4844 1.6704
48 H -5.5491 2.9057 -0.3220
49 H -3.3416 3.2324 -1.3671
50 H -0.8793 2.7193 -1.3957
51 H 4.0762 0.4945 -0.5972
52 H 4.6401 -1.7153 0.2832
53 H 4.4483 -1.0158 1.9190
54 H 6.3430 0.5488 1.4328
55 H 7.5508 -1.2189 2.4467
56 H 6.6026 -2.4257 1.5695
57 H 8.6542 -2.6530 0.3489
58 H 9.0810 -0.9524 0.6223
59 H 8.1817 -0.8286 -1.6345
60 H 6.9283 -2.0390 -1.2528

---

[4]
This record from the OMol25 dataset describes a structure of composition C25H24IrN4O2S2 in a non-equilibrium geometry. The level of theory is wB97M-V/def2-TZVPD.

Properties
**Orbital gap (alpha / beta)**: 6.476 / 5.408 eV
**Total charge**: +2
**Energy relative to the best compared isomer or geometry (same formula, charge and spin)**: 59.5 kJ/mol
**E_tot**: -2236.67144 a.u.
**2S+1**: 2
**E_LUMO (alpha / beta)**: -7.708 / -8.718 eV
**HOMO energy (alpha / beta)**: -14.184 / -14.126 eV
**Expectation value of S²**: 1.128

Geometry (Å):
1 Ir 0.4392 0.1305 0.1432
2 C 3.5090 -0.8978 0.6259
3 C 2.8266 -1.8656 -0.2713
4 C 3.5658 -2.9495 -0.7850
5 C 2.9654 -3.8729 -1.5878
6 C 1.5992 -3.7254 -1.9027
7 C 0.9135 -4.6550 -2.7211
8 C -0.4124 -4.4713 -3.0542
9 C -1.0883 -3.3597 -2.5780
10 C -0.4495 -2.4317 -1.7418
11 S -1.3450 -1.1248 -1.1387
12 C 0.9213 -2.6012 -1.3902
13 N 1.5385 -1.6941 -0.5904
14 H 4.4975 -1.2554 0.9016
15 H 2.9378 -0.7226 1.5387
16 H 3.6279 0.0615 0.1221
17 H 4.6112 -3.0333 -0.5274
18 H 3.5197 -4.7121 -1.9889
19 H 1.4594 -5.5146 -3.0887
20 H -0.9239 -5.1864 -3.6827
21 H -2.1213 -3.1876 -2.8518
22 C 0.5457 7.8557 2.4386
23 C 0.9871 6.4436 2.2145
24 C 1.2934 5.6110 3.2955
25 C 1.6676 4.2970 3.0944
26 C 1.7395 3.8136 1.7945
27 C 1.4673 4.6193 0.6983
28 C 1.1034 5.9351 0.9171
29 S 2.1298 2.1213 1.5673
30 O 2.1492 1.8006 0.1319
31 O 3.2358 1.6879 2.3582
32 N 0.7510 1.3363 1.9898
33 C 0.5052 0.3079 2.8536
34 C 0.8067 0.2230 4.2113
35 C 0.3267 -0.8680 4.9100
36 C -0.4415 -1.8320 4.2594
37 C -0.6582 -1.7027 2.9019
38 N -0.1722 -0.6657 2.2222
39 H 0.2156 8.0150 3.4625
40 H -0.2545 8.1319 1.7532
41 H 1.3770 8.5381 2.2451
42 H 1.2413 6.0087 4.3004
43 H 1.9160 3.6515 3.9278
44 H 1.5559 4.2156 -0.3019
45 H 0.9119 6.5875 0.0748
46 H 1.4007 0.9975 4.6754
47 H 0.5398 -0.9698 5.9657
48 H -0.8553 -2.6776 4.7881
49 H -1.2302 -2.4327 2.3438
50 C -4.2854 2.9413 0.2293
51 C -2.9283 3.2193 0.9024
52 C -1.8979 2.3448 0.3999
53 N -1.1142 1.6239 -0.0230
54 H -5.0281 3.6237 0.6342
55 H -4.6105 1.9204 0.4207
56 H -4.2227 3.0963 -0.8459
57 H -2.9982 3.0614 1.9814
58 H -2.6187 4.2528 0.7347